DFT (wB97M-V/def2-TZVPD) results for a molecular structure, C22H35NO4P2Ti at a distorted geometry.

Geometry as XYZ:
```
65
Properties=species:S:1:pos:R:3:forces:R:3
P 0.91918 -0.87290 -5.57576 -0.286 -0.378 -1.049
P -2.32255 -1.45924 -5.09465 0.130 -0.294 -0.449
C -0.13786 -1.63166 -6.91937 0.289 0.022 -0.016
C -1.63772 -1.32528 -6.81034 -0.470 -0.074 -0.082
H 0.05077 -2.71475 -6.89463 -0.152 0.179 0.003
H 0.25365 -1.25771 -7.87534 -0.132 -0.196 0.000
H -1.87308 -0.30974 -7.16665 0.183 -0.241 0.049
H -2.22088 -2.02933 -7.42257 0.168 0.230 -0.164
C -2.42141 -3.29708 -4.99197 -0.344 -0.049 -0.151
H -2.90393 -3.57416 -4.04443 0.160 -0.034 -0.238
H -1.41954 -3.75049 -5.02813 -0.308 0.202 0.055
H -3.01756 -3.67745 -5.83242 0.084 -0.084 0.181
C -4.06320 -1.00211 -5.34155 -0.328 -0.270 -0.369
H -4.53775 -1.69020 -6.05105 -0.163 0.197 0.044
H -4.12218 0.02159 -5.73026 -0.043 -0.182 0.138
H -4.58318 -1.05945 -4.37852 0.046 0.069 -0.200
C 2.55648 -1.37154 -6.22348 0.049 0.108 -0.232
H 3.33263 -0.92373 -5.59629 -0.001 -0.137 -0.091
H 2.68721 -1.03309 -7.25669 0.119 -0.100 0.054
H 2.64147 -2.46244 -6.18743 0.077 0.155 0.047
C 0.84213 0.85183 -6.24302 0.211 0.041 0.018
H -0.17556 1.26107 -6.18509 0.311 -0.140 0.012
H 1.16423 0.85913 -7.29361 -0.038 0.041 0.203
H 1.51863 1.48504 -5.65611 -0.183 0.036 -0.143
Ti -0.00663 0.01766 -0.38958 -0.960 -0.216 -2.409
C -2.18108 -0.46642 -1.70379 0.626 -0.200 0.893
C -1.52710 -1.66938 -1.53989 -0.319 0.608 0.403
C -0.61548 -2.36617 -2.50066 0.869 -0.479 -1.377
C 0.92902 -2.18038 -2.44705 -0.397 -0.977 0.072
C 1.45056 -0.78612 -2.36032 -0.365 1.273 0.434
C 0.80747 0.40301 -2.68536 0.972 -0.809 1.000
C -0.50031 0.54222 -3.38463 -1.100 -0.575 -0.544
C -1.81529 0.69885 -2.58038 0.212 0.387 -0.839
C 1.62839 1.04164 0.18982 1.350 0.941 0.523
H -3.07325 -0.28530 -1.08847 0.535 -0.060 0.033
H -1.87860 -2.31171 -0.71859 -0.078 0.361 -0.393
H -0.90393 -2.08696 -3.53264 0.212 -0.230 0.922
H -0.83033 -3.45380 -2.44482 0.228 0.497 0.108
H 1.32085 -2.79932 -1.62019 0.020 0.481 -0.132
H 1.35654 -2.64527 -3.35913 -0.234 0.050 0.187
H 2.48718 -0.71152 -1.99385 -0.557 0.042 -0.166
H 1.37683 1.33939 -2.55934 -0.133 -0.587 0.030
H -0.66482 -0.37975 -3.98211 0.209 1.250 0.524
H -0.43709 1.37995 -4.10338 -0.050 -0.292 0.479
H -1.77190 1.65702 -2.03143 -0.252 -0.382 0.215
H -2.63737 0.83555 -3.31106 0.323 0.082 0.095
H 1.28928 2.05742 0.46844 0.359 -0.110 -0.026
H 2.40504 1.10505 -0.58539 0.021 0.160 0.430
H 2.04270 0.54042 1.08376 0.016 0.341 -0.211
O -0.24181 -1.07264 1.29177 -1.284 0.193 2.314
C -0.94648 -0.10259 1.80258 1.292 -0.019 -3.567
O -1.24024 0.85377 0.96721 -0.723 -0.900 2.405
C -1.26346 -0.02104 3.21190 -0.178 0.348 1.260
C -0.88112 -1.05823 4.07428 -0.314 0.279 -0.070
C -1.06154 -0.91048 5.44004 -0.204 0.367 0.671
C -1.60064 0.29102 5.94525 0.338 -0.151 -2.403
C -2.01407 1.32196 5.07238 0.210 -0.547 0.426
C -1.84355 1.16427 3.70300 0.067 -0.648 0.282
N -1.63492 0.51511 7.34983 -0.229 0.516 3.652
O -1.25422 -0.39707 8.11996 -0.690 1.582 -1.692
O -2.03489 1.62491 7.77197 0.708 -2.052 -1.021
H -0.44751 -1.97089 3.66921 -0.066 0.305 0.035
H -0.77418 -1.69976 6.13760 -0.068 0.354 -0.237
H -2.44230 2.22820 5.48180 0.096 -0.106 0.008
H -2.15124 1.94552 3.01464 0.156 -0.176 0.066
```
Positions in Å, forces in eV/Å.

Output
spin multiplicity	3
lowest unoccupied orbital energy (spin up / spin down)	-1.3 / -1.3	eV
<S²>	2.007
gap between HOMO and LUMO (spin up / spin down)	0.16110 / 0.24760	Eh
energy	-74749.2204	eV
ΔE to the lowest compared entry with this formula, charge and spin	0.7951	eV
HOMO (spin up / spin down)	-5.69 / -8.04	eV